Entry from the OMol25 dataset: a cluster of 2 separate species, C5H13N in total in a non-equilibrium geometry (wB97M-V/def2-TZVPD).

* maximum force: 2.77 eV Å⁻¹
* net charge: -1
* molecular weight: 87.166 g mol⁻¹
* HOMO level (alpha / beta): 1.3484 / -4.8758 eV
* electronic energy: -6882.871 eV
* energy relative to the best compared isomer or geometry (same formula, charge and spin): 38.1 kcal per mole
* LUMO level (alpha / beta): 4.18 / 4.10 eV
* frontier orbital gap (alpha / beta): 2.83 / 8.98 eV
* 2S+1: 2

CARTESIAN COORDINATES (ANGSTROEM)
N 1.85 1.33 2.03
C -1.79 -0.75 -1.31
C -2.95 0.14 -0.72
C 2.05 -0.07 1.81
C 3.24 -0.68 1.52
C -0.49 0.05 -1.52
H -3.18 0.82 -1.59
H 1.27 -0.78 2.05
H 4.09 -0.03 1.15
H 0.87 1.63 1.93
H -2.12 -1.01 -2.29
H -1.58 -1.63 -0.83
H -3.72 -0.50 -0.49
H 0.30 -0.49 -2.19
H 3.47 -1.78 1.38
H -2.85 0.63 0.30
H -0.88 0.89 -2.10
H -0.11 0.43 -0.55
H 2.54 1.79 1.42



Entry from the OMol25 dataset: an isolated molecule of C5H13N in a non-equilibrium geometry (wB97M-V/def2-TZVPD).

* maximum force: 2.68 eV Å⁻¹
* molecular weight: 87.166 g mol⁻¹
* HOMO level: -8.5317 eV
* electronic energy: -6884.780 eV
* energy relative to the best compared isomer or geometry (same formula, charge and spin): 32.7 kcal per mole
* LUMO level: 1.16 eV
* SMILES: CCN(C)CC
* frontier orbital gap: 9.69 eV

CARTESIAN COORDINATES (ANGSTROEM)
N 0.24 0.11 0.04
C 0.73 -1.82 1.54
C -0.46 2.11 -1.36
C -0.19 -0.67 1.17
C -0.80 1.10 -0.22
C 0.52 -0.72 -1.08
H 1.74 -1.50 1.91
H -1.75 0.62 -0.37
H 1.60 -1.17 -0.99
H 0.41 2.74 -0.96
H -0.21 -1.59 -1.25
H 0.81 -2.59 0.73
H -0.86 1.64 0.73
H -1.38 2.72 -1.50
H -0.25 -0.04 2.04
H 0.46 0.06 -1.95
H -0.24 1.73 -2.40
H -1.27 -0.99 0.98
H 0.39 -2.42 2.40



Entry from the OMol25 dataset: a cluster of 2 separate species, C5H13N in total in a non-equilibrium geometry (wB97M-V/def2-TZVPD).

* maximum force: 3.26 eV Å⁻¹
* molecular weight: 87.166 g mol⁻¹
* HOMO level: -8.6374 eV
* electronic energy: -6883.241 eV
* energy relative to the best compared isomer or geometry (same formula, charge and spin): 68.2 kcal per mole
* LUMO level: 0.55 eV
* SMILES: C=NC.CCC
* frontier orbital gap: 9.18 eV

CARTESIAN COORDINATES (ANGSTROEM)
N -2.53 0.15 -0.18
C 2.04 -0.52 0.60
C 2.30 0.67 -0.28
C 1.64 -1.79 -0.19
C -1.57 -0.31 0.50
C -2.49 1.61 -0.41
H 2.31 1.62 0.26
H 1.28 -0.23 1.33
H 1.21 -2.59 0.39
H -3.14 1.88 -1.23
H 1.01 -1.34 -0.96
H 3.23 0.61 -0.84
H 2.96 -0.66 1.19
H 2.54 -2.10 -0.72
H -1.55 1.90 -0.92
H 1.50 0.81 -1.03
H -0.85 -1.06 0.14
H -2.51 2.15 0.55
H -1.30 0.20 1.45



Entry from the OMol25 dataset: an isolated molecule of C5H13N in a non-equilibrium geometry (wB97M-V/def2-TZVPD).

* maximum force: 5.33 eV Å⁻¹
* molecular weight: 87.166 g mol⁻¹
* HOMO level: -8.8843 eV
* electronic energy: -6883.933 eV
* energy relative to the best compared isomer or geometry (same formula, charge and spin): 52.2 kcal per mole
* LUMO level: 1.16 eV
* SMILES: CCN(C)CC
* frontier orbital gap: 10.04 eV

CARTESIAN COORDINATES (ANGSTROEM)
N 0.11 0.11 -0.19
C -1.46 -0.39 -1.96
C 0.01 0.06 1.32
C 0.57 1.42 1.93
C 1.45 -0.34 -0.57
C -0.99 -0.84 -0.66
H -2.35 -0.80 -2.39
H 2.19 0.53 -0.56
H -0.90 -0.16 1.84
H 0.90 1.24 3.07
H -0.13 2.27 1.84
H -0.68 -1.94 -0.78
H -1.73 0.77 -1.87
H 1.46 -0.91 -1.58
H 1.90 -1.01 0.28
H -1.86 -0.92 0.06
H -0.68 -0.31 -2.74
H 1.45 1.83 1.30
H 0.77 -0.61 1.66